Entry 1:
Entry from OMol25: a cluster of 7 separate species, C26H53IN10O8P in total (ωB97M-V/def2-TZVPD).

XYZ file:
```
99
C26H53IN10O8P ωB97M-V/def2-TZVPD
H -11.065 -4.095 0.233
O -4.933 -0.008 4.034
C 0.880 1.154 -5.236
H -11.499 -3.509 4.446
H 4.523 -5.002 -4.770
C 1.378 1.847 1.212
H 5.015 -2.570 -2.044
H 2.639 3.769 -2.165
H -0.294 0.578 -8.176
O 3.430 -2.888 -4.688
H -4.915 -3.761 4.199
N -0.584 2.822 6.482
N 4.988 -4.393 -4.116
N 8.662 1.354 -2.623
H -6.940 -2.242 0.564
C -1.521 3.805 6.998
H 5.293 5.025 -2.828
H -7.844 -5.386 3.571
H -12.446 -4.053 2.217
H 1.704 5.260 -3.630
H 2.065 5.247 -5.361
N 1.843 1.357 2.386
C -6.714 -3.684 3.432
C -8.846 -3.320 2.428
H 2.807 1.592 2.565
H 9.311 3.120 -3.521
H -0.731 1.956 1.609
C 3.672 3.983 -1.917
H -1.970 -0.196 6.838
H 4.484 -1.250 -3.092
H 6.562 2.755 -1.529
C -10.619 -3.879 1.193
H 2.248 3.760 -4.421
C -9.544 -3.253 3.608
C 4.416 -3.163 -4.017
H -3.910 -2.524 2.731
H 6.072 -1.971 -3.346
N -7.426 -2.968 2.486
H -5.661 0.590 4.242
O -5.313 -3.115 1.450
C -4.992 -2.428 2.609
N -0.120 0.938 -6.130
C 1.129 0.558 3.378
H -6.920 -4.038 0.663
H 6.562 -4.154 -2.739
H -2.426 3.335 7.367
H 7.595 2.161 -0.194
N -7.045 -4.863 3.896
H -0.288 1.996 -0.105
H 1.136 1.083 4.331
H 0.295 3.151 6.113
H -0.937 1.504 -5.964
C 5.043 -2.180 -3.062
H -2.865 1.263 6.394
N 4.328 4.766 -2.955
H -1.050 4.359 7.810
H 1.949 -0.714 -5.311
C 9.314 2.649 -2.537
O 0.164 0.778 5.955
O 7.127 -0.206 -2.138
C -6.712 -3.108 1.183
C -10.888 -3.541 3.559
H 0.796 -0.533 -7.327
H 3.711 4.540 -0.980
H 9.046 0.667 -3.252
N -5.569 -3.082 3.823
H 4.213 3.045 -1.795
H 6.915 -5.189 -4.134
H -0.959 -0.688 -7.129
C 3.795 5.209 -4.124
C -2.009 0.883 6.954
C -0.726 1.475 6.424
H 8.811 3.300 -1.831
C -0.135 0.018 -7.253
O 0.739 1.971 -4.336
C -0.058 1.542 0.856
C -11.387 -3.847 2.317
H -0.207 0.464 0.778
H -6.450 -5.308 4.578
H -1.780 4.507 6.204
C 7.565 0.920 -1.953
H -9.056 -2.975 4.531
O 2.094 2.508 0.475
H 2.846 0.639 -4.615
H 0.104 0.368 3.079
C 2.359 4.843 -4.396
P -5.338 -0.565 2.540
H 5.867 -5.783 -2.835
H 1.653 -0.392 3.499
O 4.470 5.860 -4.908
H 10.349 2.510 -2.221
C 2.150 0.355 -5.399
C 6.906 1.873 -0.988
N -9.314 -3.605 1.243
H 2.610 0.563 -6.366
I -3.721 0.206 0.890
C 6.151 -4.899 -3.411
H 6.046 1.384 -0.539
H -2.128 1.116 8.012
```

Values from the calculation:
HOMO, eV: -9.65
Net charge: +1
HOMO-LUMO gap, eV: 6.13

Results of the Mulliken charge analysis, in e, for atoms 1 through 4: atom 1 (H): 0.4182, atom 2 (O): -0.3716, atom 3 (C): 0.7607, atom 4 (H): 0.4425



Entry 2:
Entry from OMol25: a cluster of 2 separate species, C5H9NO in total (ωB97M-V/def2-TZVPD).

XYZ file:
```
16
C5H9NO ωB97M-V/def2-TZVPD
H -0.609 1.824 -0.437
C -2.442 0.904 0.237
C 0.892 -0.959 -1.078
H 1.897 2.255 0.754
C 1.230 0.550 0.987
H 0.925 0.714 2.081
H 1.506 -1.902 -1.274
H -3.102 1.745 -0.126
H -3.097 0.019 0.738
H 0.268 -2.455 0.644
N 1.708 1.505 0.226
C -1.174 1.046 0.008
O 0.438 -1.702 1.148
H 1.227 -0.072 -1.460
C 0.835 -0.703 0.387
H -0.083 -1.144 -1.439
```

Values from the calculation:
HOMO (spin up / spin down), eV: -8.14 / -7.29
Net charge: 0
HOMO-LUMO gap (spin up / spin down), eV: 8.37 / 7.62

Results of the Mulliken charge analysis, in e, for atoms 1 through 4: atom 1 (H): 0.3625, atom 2 (C): -0.4993, atom 3 (C): -1.3799, atom 4 (H): 0.2058



Entry 3:
Entry from OMol25: a structure of composition C21H39Cl4N3O4 (ωB97M-V/def2-TZVPD).

XYZ file:
```
71
C21H39Cl4N3O4 ωB97M-V/def2-TZVPD
C 1.211 0.806 -3.615
H -2.901 -2.133 -4.132
C 0.069 0.152 -1.905
C 1.634 -2.949 4.405
H -3.355 -4.790 -0.792
N -0.297 -3.755 -0.524
H -0.620 -0.449 -1.330
Cl 0.399 -1.065 1.870
C 3.195 -0.948 0.856
H -4.797 2.776 0.660
H 1.348 -1.061 3.384
C 2.380 0.068 0.438
H 0.172 2.886 0.101
H 1.891 -2.601 5.405
H 5.421 -1.127 0.579
H -2.778 2.097 2.748
H -3.248 -0.103 -2.759
H 1.813 -2.378 2.316
C -2.508 -2.072 -3.117
C -3.979 3.036 1.331
C 4.488 -0.583 0.547
H -1.977 -0.432 -1.617
O -1.260 -2.743 -3.071
N 0.486 -0.234 -3.149
C 1.936 -1.977 3.322
C 1.049 3.491 0.330
H -3.099 -2.186 -0.511
H 0.556 5.373 -0.782
H -3.205 -2.592 -2.460
H -4.456 1.729 2.959
H 1.303 -0.002 0.418
H 1.928 2.668 -2.826
C -2.283 -2.894 -0.546
H 1.705 0.895 -4.571
H 0.570 -3.183 4.432
H 0.711 -3.810 -0.575
C -2.421 -4.251 -0.727
H 2.863 -1.907 1.227
N 4.441 0.746 0.118
H -1.604 -0.127 -3.361
C 3.132 1.151 0.007
H 1.887 2.798 0.407
C -0.689 0.244 1.372
H -0.837 -5.833 -0.774
H 0.875 4.047 1.252
C 1.319 1.787 -2.684
C 0.591 1.412 -1.577
H -4.507 4.964 1.591
H 0.289 -1.129 -3.573
H 0.459 2.078 -0.738
Cl -1.649 0.601 2.784
H 2.840 2.145 -0.299
C -2.282 -0.597 -2.650
Cl -1.730 -0.186 -0.049
C 1.310 4.591 -0.688
Cl 0.294 1.641 1.015
O 3.311 -1.850 3.383
H 3.512 -0.968 3.064
H -0.462 -1.704 -0.042
H -1.190 -3.139 -2.199
H 2.479 4.016 -2.113
H 5.266 1.256 -0.165
C -0.955 -2.607 -0.370
C -1.170 -4.809 -0.700
H -3.095 3.356 0.779
C -3.691 1.872 2.196
H 2.210 -3.857 4.229
H -3.517 0.940 1.658
O -4.445 4.172 2.130
H 2.126 5.248 -0.384
O 1.535 3.993 -1.939
```

Values from the calculation:
HOMO, eV: -7.37
Net charge: 0
HOMO-LUMO gap, eV: 7.67

Results of the Mulliken charge analysis, in e, for atoms 1 through 4: atom 1 (C): -1.5511, atom 2 (H): 0.4791, atom 3 (C): -0.0188, atom 4 (C): -1.5110



Entry 4:
Entry from OMol25: a structure of composition C19H14BF9MgN6O7S2 (ωB97M-V/def2-TZVPD).

XYZ file:
```
59
C19H14BF9MgN6O7S2 ωB97M-V/def2-TZVPD
H 1.625 3.334 0.139
C 2.983 -1.708 1.615
O 2.714 0.100 3.956
C -3.089 1.397 -2.826
O -3.194 0.328 2.676
C -1.611 1.948 -2.644
H 3.127 -1.445 2.645
C -1.017 2.011 -4.127
C -1.675 -2.005 3.058
H -2.711 -1.939 2.757
C 3.684 -2.619 0.820
F -3.114 0.314 -3.631
N 2.205 -1.504 -0.364
B 1.387 -0.885 -1.501
H -0.749 -1.955 -3.053
S 1.352 0.620 3.822
C -2.173 -1.769 -1.348
C 2.213 1.382 -2.392
H 1.915 -2.041 4.403
H -1.639 -4.143 3.227
N -0.057 -1.212 -1.210
C -1.866 -1.283 -0.079
C 3.150 -2.447 -0.441
N 1.653 0.615 -1.452
H 0.692 -4.198 4.077
F -0.416 0.863 -4.457
C 0.222 -3.255 3.826
O 1.190 1.367 2.570
C -0.983 -1.695 -2.040
N -0.581 -0.976 -0.017
O -0.890 1.265 -1.860
Mg 0.397 0.459 1.112
O 0.945 1.303 5.027
O -1.546 1.636 3.871
C -0.952 -0.823 3.161
F -0.091 2.974 -4.272
F -3.960 2.277 -3.387
C 2.317 2.666 -1.895
H 2.514 0.976 -3.338
N 2.090 -1.062 0.883
F -2.739 3.648 -1.299
N 1.383 1.339 -0.382
H -3.124 -2.096 -1.722
H 3.390 -2.925 -1.372
H 4.457 -3.304 1.116
H 1.727 -1.336 -2.548
C 0.342 -0.861 3.633
C -1.802 3.468 -2.233
H 2.708 3.526 -2.403
C -1.082 -3.223 3.352
S -1.798 0.740 2.773
F -1.924 2.234 -5.112
C 1.768 2.580 -0.615
F -3.634 1.033 -1.675
O -1.271 1.196 1.485
F -0.673 4.014 -1.780
C 0.916 -2.069 3.993
F -2.186 4.261 -3.273
H -2.520 -1.099 0.751
```

Values from the calculation:
HOMO, eV: -3.03
Net charge: -2
HOMO-LUMO gap, eV: 7.60

Results of the Mulliken charge analysis, in e, for atoms 1 through 4: atom 1 (H): 0.5648, atom 2 (C): -0.2632, atom 3 (O): -0.8548, atom 4 (C): 0.2329



Entry 5:
Entry from OMol25: a structure of composition C46H47As2BCl2N7V (ωB97M-V/def2-TZVPD).

XYZ file:
```
106
C46H47As2BCl2N7V ωB97M-V/def2-TZVPD
C 1.781 0.108 2.952
C 0.725 -5.107 3.186
C 1.773 -1.337 -3.655
H 5.605 -3.239 1.302
H 0.778 -0.311 2.988
H -3.811 -3.181 1.992
H -5.602 -0.625 0.086
C -0.976 -5.504 -1.630
H -4.287 3.062 3.920
C 4.918 -2.687 0.672
H -2.509 -4.580 2.401
N -0.851 2.217 1.418
H 3.109 1.436 -3.603
H 2.581 4.196 -3.132
B -2.979 1.150 0.474
C 2.542 4.572 3.941
C -4.143 2.531 2.979
H -3.076 2.350 -4.080
H 1.557 -2.356 -3.339
H -5.398 2.117 -2.767
H -2.933 -6.288 -2.076
N -1.323 1.501 -1.429
H -5.530 0.085 1.695
H 1.105 3.731 0.476
C -0.546 3.016 2.432
H 4.235 -1.434 2.265
H -4.796 2.978 2.228
H 2.496 -0.589 3.391
C -4.946 1.750 -1.846
Cl 1.508 -4.596 -1.187
H 3.283 4.900 0.656
C 4.139 -1.674 1.211
H -5.313 0.737 -1.672
H 4.481 1.071 2.126
C -0.929 -3.174 2.000
C 3.913 -2.287 -1.474
H 3.828 -2.543 -2.523
C -2.713 2.030 -3.117
H 0.873 -2.099 1.646
H 0.934 -0.972 -4.248
N -0.039 -1.943 -1.171
H 2.687 -1.298 -4.250
C 1.520 3.973 1.439
C 1.322 3.920 3.824
H 0.774 3.632 4.713
H -0.500 -6.474 -1.544
H 0.995 2.353 -6.656
C 2.735 4.629 1.551
N -2.176 1.975 1.515
C -1.388 1.878 -2.707
C -2.868 -4.130 -2.098
H 2.941 4.795 4.923
C -2.327 -5.403 -1.938
C -3.274 -2.323 1.627
C -0.114 2.043 -4.848
N -1.612 -0.949 0.958
N -2.607 1.455 -0.996
C -0.712 -3.038 -1.476
V -0.170 -0.319 -0.488
C 1.824 3.596 -3.621
H 0.714 3.232 -1.816
H -1.073 -6.260 3.422
C -1.682 3.286 3.218
C -5.287 -0.805 1.115
C -3.461 1.760 -1.989
H 3.571 1.718 -1.914
C -2.084 -3.015 -1.908
As 2.220 0.566 1.099
H -4.465 1.497 3.120
H 1.796 1.044 3.514
C 3.797 1.654 1.508
H 5.403 -3.784 -1.110
C -2.705 2.611 2.589
H 4.202 5.447 2.893
C 0.441 -2.980 2.089
C 0.935 2.562 -5.595
C -0.200 2.290 -3.481
H -4.132 1.441 0.613
H 2.712 3.769 -5.570
C 3.111 -1.283 -0.939
C 0.789 3.055 -2.874
H -0.869 1.427 -5.323
N -2.836 -0.337 0.825
H -5.868 -1.640 1.504
C 1.900 3.353 -4.986
C 3.251 4.936 2.804
H 1.368 -5.851 3.641
C -0.205 -4.376 -1.444
H 2.319 -3.754 2.735
H -5.283 2.375 -1.019
C 4.804 -2.990 -0.679
C -3.836 -1.153 1.188
H 4.296 1.936 0.582
C 0.792 3.620 2.571
C -1.450 -4.375 2.489
C -1.887 -2.160 1.495
C -0.638 -5.333 3.068
C 1.256 -3.928 2.692
C 3.366 0.951 -2.662
Cl -2.791 -1.442 -2.194
H 4.253 0.331 -2.793
H -1.756 3.915 4.090
H 3.487 2.552 2.042
H -3.905 -4.001 -2.382
C 3.232 -0.976 0.419
As 1.880 -0.213 -2.062
```

Values from the calculation:
HOMO (spin up / spin down), eV: -2.38 / -2.45
Net charge: -1
Multiplicity: 2
HOMO-LUMO gap (spin up / spin down), eV: 4.86 / 4.93

Results of the Mulliken charge analysis, in e, for atoms 1 through 4: atom 1 (C): -1.1742, atom 2 (C): -0.6215, atom 3 (C): -1.5266, atom 4 (H): 0.3981



Entry 6:
Entry from OMol25: a structure of composition C10H17HgNO2 (ωB97M-V/def2-TZVPD).

XYZ file:
```
31
C10H17HgNO2 ωB97M-V/def2-TZVPD
H 1.287 0.511 2.838
H 0.431 -1.027 2.438
H -0.255 -2.879 -3.126
C -0.489 -2.268 -4.006
H -0.845 1.511 -1.821
O 0.167 1.348 0.279
H 0.781 2.821 -3.039
H 2.616 1.380 -3.702
Hg 1.614 -0.068 -1.766
H 0.669 -1.144 -5.485
H -2.101 -1.651 -2.657
C -0.825 1.305 -2.899
C 0.864 -1.582 -4.495
H -1.042 0.579 3.608
C 0.440 0.057 2.296
N -0.832 0.620 2.617
H -1.722 1.738 -3.364
H -0.881 1.570 2.255
C -0.639 -0.121 -3.236
C -1.677 -1.289 -3.607
H -2.515 -1.319 -4.297
C 0.680 0.359 0.812
H 0.266 2.183 -4.602
H -0.830 -2.949 -4.795
H 2.762 -0.860 -3.813
O 1.473 -0.509 0.229
H 1.554 -2.414 -4.685
C 1.658 0.888 -3.498
H -0.409 0.059 -4.318
C 0.495 1.897 -3.561
C 1.713 -0.559 -3.670
```

Values from the calculation:
HOMO (spin up / spin down), eV: -6.41 / -7.86
Net charge: 0
HOMO-LUMO gap (spin up / spin down), eV: 5.93 / 7.57

Results of the Mulliken charge analysis, in e, for atoms 1 through 4: atom 1 (H): 0.2312, atom 2 (H): 0.3178, atom 3 (H): 0.2207, atom 4 (C): -0.6435



Entry 7:
Entry from OMol25: a cluster of 2 separate species, C5H15NO in total (ωB97M-V/def2-TZVPD).

XYZ file:
```
22
C5H15NO ωB97M-V/def2-TZVPD
H 0.144 -1.381 2.619
H 1.899 0.546 2.346
H -0.801 1.994 0.277
C 0.510 0.078 -2.513
H -0.278 -0.875 -0.830
C -0.504 -1.060 1.848
H 0.299 0.514 -3.522
H 1.316 -0.654 -2.716
H -1.759 0.648 0.252
C -0.695 -0.674 -1.901
N -0.782 0.915 0.397
H -0.169 0.512 -0.418
H -1.501 0.221 -1.797
H -0.237 -1.762 1.024
H 0.856 0.983 -1.911
H 1.795 -0.451 0.963
H 1.646 1.351 0.791
C -0.074 0.382 1.597
H -0.378 1.085 2.445
H -1.629 -1.058 2.034
O -1.074 -1.788 -2.365
C 1.417 0.473 1.380
```

Values from the calculation:
HOMO (spin up / spin down), eV: -14.57 / -14.06
Net charge: +1
Multiplicity: 2
HOMO-LUMO gap (spin up / spin down), eV: 11.07 / 8.21

Results of the Mulliken charge analysis, in e, for atoms 1 through 4: atom 1 (H): 0.4430, atom 2 (H): 0.4376, atom 3 (H): 0.3724, atom 4 (C): -0.8126



Entry 8:
Entry from OMol25: a cluster of 3 separate species, C20H37ClF5O4P2 in total (ωB97M-V/def2-TZVPD).

XYZ file:
```
69
C20H37ClF5O4P2 ωB97M-V/def2-TZVPD
H -2.949 1.599 -2.526
F 1.470 -0.810 1.841
C -1.117 2.008 2.044
H 2.148 -6.588 3.195
H 0.384 1.246 0.635
H -1.225 1.181 -2.507
Cl -1.547 -1.126 2.091
C -3.592 -1.088 -2.491
P -0.381 -0.652 3.967
H -1.767 2.345 4.690
H 0.899 3.753 5.175
H -4.072 -2.863 -3.580
H 1.079 3.758 -1.237
H -0.584 2.597 0.008
O 0.646 3.033 -3.130
H 3.377 2.064 -5.879
H -2.123 1.621 2.180
H 0.355 -0.431 5.198
H -4.125 -1.446 -1.604
H 1.492 4.893 -5.788
H 3.846 -5.047 4.115
O -2.557 -1.896 -4.538
C 2.935 -4.641 3.704
O -2.470 -0.355 -2.044
C 3.305 2.434 -4.850
C -1.144 -1.963 -4.483
H -0.628 -2.017 4.375
H 1.560 2.089 -1.574
H -0.756 -1.450 -5.363
H 2.504 3.424 -2.262
O 2.916 3.796 -4.837
C -0.688 2.359 4.827
F -0.772 -5.442 0.974
C 1.498 3.090 -1.994
H -0.329 4.419 -4.251
H 1.169 3.152 -5.748
H -0.230 4.252 3.921
C 0.591 -3.622 2.647
H 2.605 1.810 -4.290
H -1.294 1.020 0.164
H -0.325 -3.242 2.222
C 1.990 -5.523 3.198
H 1.061 5.051 -3.353
H 3.483 -2.627 4.088
C 0.695 4.197 -3.932
H -0.434 1.772 5.704
H -2.237 0.648 -3.861
H -0.805 -3.005 -4.505
H -4.273 -0.448 -3.062
C -0.597 1.708 0.632
H -2.516 -2.928 -2.738
F 0.231 -7.125 1.860
P 0.058 1.481 3.362
C -2.215 0.825 -2.781
C 0.817 -4.998 2.664
H -0.751 -1.476 -3.588
C 1.538 -2.738 3.156
H -0.707 4.369 5.629
C -0.146 3.789 4.897
H -1.207 3.091 2.153
H 4.286 2.368 -4.385
C 1.550 3.995 -5.164
C -0.239 -5.903 2.121
C 2.717 -3.264 3.683
C 1.306 -1.250 3.125
F 2.342 -0.661 3.821
H -1.618 -0.251 4.627
C -3.180 -2.284 -3.321
F -1.253 -6.072 2.969
```

Values from the calculation:
HOMO, eV: -3.83
Net charge: -1
HOMO-LUMO gap, eV: 6.31

Results of the Mulliken charge analysis, in e, for atoms 1 through 4: atom 1 (H): 0.3380, atom 2 (F): -0.2532, atom 3 (C): -1.0133, atom 4 (H): 0.4493



Entry 9:
Entry from OMol25: a structure of composition C5H8N2O (ωB97M-V/def2-TZVPD).

XYZ file:
```
16
C5H8N2O ωB97M-V/def2-TZVPD
C -0.635 -0.226 -0.397
H 1.342 -1.024 0.544
H -1.957 -2.525 1.260
H 0.986 2.817 -0.576
C -0.639 0.449 0.960
C -1.556 -1.580 0.833
H -1.079 -2.183 -1.231
O 0.779 1.823 -1.114
C 1.480 0.843 -0.381
H -0.676 1.528 0.836
C 0.642 -0.172 0.478
H 2.460 1.738 0.050
N -1.263 -1.513 -0.462
H 2.021 0.302 -1.125
N -1.418 -0.577 1.777
H -0.487 0.300 -1.451
```

Values from the calculation:
HOMO, eV: -8.20
Net charge: 0
HOMO-LUMO gap, eV: 8.77

Results of the Mulliken charge analysis, in e, for atoms 1 through 4: atom 1 (C): -0.2955, atom 2 (H): 0.2929, atom 3 (H): 0.3648, atom 4 (H): 0.3936



Entry 10:
Entry from OMol25: a cluster of 2 separate species, C2H4ClNO in total (ωB97M-V/def2-TZVPD).

XYZ file:
```
9
C2H4ClNO ωB97M-V/def2-TZVPD
H 1.017 0.128 -0.041
O 1.797 0.726 0.037
H -1.968 1.676 0.901
N -3.525 0.469 0.473
C -2.315 0.606 0.633
H -3.942 -0.417 0.238
C 1.801 1.076 1.264
H 2.538 1.910 1.392
Cl -0.962 -0.558 0.694
```

Values from the calculation:
HOMO, eV: -8.39
Net charge: 0
HOMO-LUMO gap, eV: 9.18

Results of the Mulliken charge analysis, in e, for atoms 1 through 4: atom 1 (H): 0.3486, atom 2 (O): -0.2371, atom 3 (H): 0.3099, atom 4 (N): -0.4097